w.
Computed, not measured: a cluster of 18 separate species, H36O18 in total, with ωB97M-V/def2-TZVPD.

The geometry in XYZ format:
```
54
H36O18 ωB97M-V/def2-TZVPD
O 4.063 2.360 -2.096
H 3.651 3.276 -2.356
H 4.847 2.086 -2.558
O 2.324 -0.404 1.549
H 1.882 0.411 1.286
H 2.364 -0.532 2.521
O -0.806 3.143 4.630
H -0.592 2.250 4.917
H -0.094 3.759 4.756
O -1.015 3.453 -0.107
H -1.048 4.404 -0.223
H -0.352 3.024 -0.652
O -0.307 0.480 -3.796
H 0.029 0.517 -2.891
H -1.271 0.461 -3.655
O -3.527 -1.231 1.491
H -4.214 -1.894 1.487
H -3.678 -0.746 0.638
O 0.208 -2.482 -3.783
H 0.922 -3.180 -3.801
H 0.197 -2.261 -2.862
O 2.057 3.185 -3.285
H 1.369 3.551 -3.879
H 1.968 2.236 -3.529
O 2.253 -0.435 4.741
H 2.628 0.142 5.465
H 2.506 -1.305 5.062
O -0.130 -2.137 1.441
H -0.554 -2.521 2.199
H -0.325 -1.216 1.341
O 1.332 1.200 -1.632
H 1.188 0.363 -1.172
H 2.221 1.497 -1.419
O 3.450 2.149 4.956
H 2.760 2.263 4.301
H 4.221 1.702 4.578
O -2.167 -3.951 -4.027
H -2.244 -3.527 -4.871
H -1.248 -4.112 -3.748
O -4.272 -1.191 -3.349
H -3.575 -0.724 -2.868
H -3.884 -1.923 -3.939
O -2.561 -1.050 3.974
H -2.530 -1.513 3.156
H -3.065 -0.242 4.043
O -2.990 0.633 -0.113
H -2.510 0.776 0.763
H -2.069 0.639 -0.550
O -0.997 -1.518 -0.954
H -0.122 -1.973 -0.768
H -1.633 -1.908 -0.327
O 1.602 -2.120 -0.462
H 1.303 -2.090 0.535
H 2.432 -1.774 -0.160
```

⟨S²⟩: 0.751
LUMO level (alpha / beta): 2.519 / 2.332 eV
spin multiplicity: 2
net charge: -1
HOMO-LUMO gap (alpha / beta): 0.0934 / 0.3917 Eh
HOMO energy (alpha / beta): -0.02 / -8.33 eV

***

x.
Computed, not measured: a cluster of 18 separate species, H36O18 in total, with ωB97M-V/def2-TZVPD.

The geometry in XYZ format:
```
54
H36O18 ωB97M-V/def2-TZVPD
O 2.915 -0.505 5.592
H 2.124 -0.170 4.991
H 2.997 -1.377 5.630
O 0.197 -2.435 0.119
H 0.052 -1.516 -0.195
H -0.598 -2.970 -0.148
O 0.349 -3.429 -2.643
H 0.462 -3.352 -1.765
H 0.142 -2.606 -3.223
O 3.003 1.568 2.814
H 2.105 1.754 2.614
H 3.072 0.962 3.518
O 5.678 -1.086 0.821
H 5.306 -0.235 0.733
H 6.054 -1.125 -0.117
O -4.489 -2.296 -1.923
H -5.225 -2.310 -1.167
H -4.211 -1.336 -1.922
O 4.846 -1.797 -2.931
H 5.496 -1.124 -3.181
H 4.442 -2.401 -3.572
O -0.537 -4.617 2.225
H -0.052 -4.486 1.257
H -0.556 -5.446 2.539
O 2.831 2.625 -2.244
H 2.483 2.383 -3.097
H 3.394 1.872 -2.013
O 0.629 4.458 0.236
H 0.806 4.415 -0.695
H 0.662 5.270 0.502
O -0.970 3.872 3.149
H -0.817 4.183 4.037
H -1.758 4.182 2.823
O -3.144 -0.445 0.275
H -3.327 -1.240 0.899
H -3.533 0.397 0.377
O -0.593 0.111 -1.596
H -1.265 -0.687 -1.380
H -0.755 0.612 -0.734
O -3.852 1.555 -2.038
H -4.073 2.296 -2.385
H -3.001 1.486 -1.710
O -1.570 3.015 -1.069
H -2.194 3.647 -0.918
H -0.846 3.423 -0.500
O -4.528 2.994 0.310
H -3.923 2.427 0.681
H -4.714 2.524 -0.580
O -2.431 -2.759 2.493
H -1.769 -2.822 3.195
H -2.036 -3.041 1.715
O 2.418 -1.477 -3.714
H 1.542 -1.400 -3.282
H 2.763 -1.540 -2.801
```

⟨S²⟩: 0.751
LUMO level (alpha / beta): 2.345 / 2.181 eV
spin multiplicity: 2
net charge: -1
HOMO-LUMO gap (alpha / beta): 0.0841 / 0.3879 Eh
HOMO energy (alpha / beta): 0.06 / -8.38 eV

***

Relative energies, unit kcal/mol: w 0.0; x 82.9

***

w.
Computed, not measured: the molecule CH4NO3P, with ωB97M-V/def2-TZVPD.

The geometry in XYZ format:
```
10
CH4NO3P ωB97M-V/def2-TZVPD
C 0.848 0.486 0.393
N 1.466 1.295 -0.584
O -3.139 0.710 -0.361
O -2.573 -1.317 0.815
O -0.400 0.431 0.630
P -2.000 -0.239 -0.244
H 1.615 -0.260 0.916
H 0.793 1.845 -1.126
H -3.423 -1.086 1.164
H 2.482 1.356 -0.745
```

LUMO level: 0.096 eV
net charge: 0
HOMO-LUMO gap: 0.3111 Eh
HOMO energy: -8.37 eV

***

x.
Computed, not measured: the molecule CH4NO3P, with ωB97M-V/def2-TZVPD.

The geometry in XYZ format:
```
10
CH4NO3P ωB97M-V/def2-TZVPD
C -0.520 0.765 0.334
N -1.643 0.045 0.229
O 2.411 0.268 0.563
O 0.775 -1.491 -0.254
O 0.394 0.993 -0.969
P 1.033 0.120 0.130
H -0.683 1.849 0.480
H -2.125 0.339 -0.600
H 1.593 -1.970 -0.106
H -1.236 -0.918 0.193
```

LUMO level: 0.592 eV
net charge: 0
SMILES: N[C@@H]1O[P@]1(=O)O
HOMO-LUMO gap: 0.4292 Eh
HOMO energy: -11.09 eV

***

Relative energies, unit kcal/mol: w 5.2; x 0.0